## w
ORCA calculation (ωB97M-V with the def2-TZVPD basis set) on the ion C5H9N2 with charge +1.

Last column: Mulliken charge in e.
Cartesian coordinates (Å):
C (-1.35542, -0.59040, -1.73490)  -1.05
C (-0.13727, 0.29637, -1.39937)  -0.48
C (0.38909, 0.19395, -0.01562)  0.54
C (1.62256, 0.20533, 0.55272)  -0.66
N (1.45861, 0.12539, 1.91525)  -0.03
C (0.17130, 0.09267, 2.20422)  -0.17
N (-0.48599, 0.13381, 1.05449)  -0.01
H (-1.84932, -0.13651, -2.59524)  0.32
H (-2.13608, -0.57321, -0.96416)  0.33
H (-1.02946, -1.58110, -2.02923)  0.29
H (-0.37419, 1.34111, -1.61946)  0.28
H (0.65589, 0.07849, -2.10707)  0.34
H (2.58127, 0.22041, 0.05667)  0.40
H (2.23433, 0.24105, 2.55312)  0.25
H (-0.26500, -0.03664, 3.17788)  0.41
H (-1.48031, -0.01072, 0.95070)  0.23

Calculated values
E_LUMO: -3.2 eV
SMILES: CCc1c[nH]c[nH+]1
E_HOMO: -14.22 eV
charge: +1

=====

## x
ORCA calculation (ωB97M-V with the def2-TZVPD basis set) on the ion C5H9N2 with charge +1.

Last column: Mulliken charge in e.
Cartesian coordinates (Å):
C (-1.41099, 0.09509, 0.08799)  1.15
C (-0.38322, -0.79640, 0.03528)  -0.64
C (2.63947, -0.05674, -0.53894)  0.04
C (1.20633, -0.48449, -0.26741)  -0.28
C (-2.80211, -0.46598, 0.06425)  -1.35
N (-1.22788, 1.38923, 0.01306)  -0.38
N (3.63128, 0.01542, 0.35088)  -0.39
H (-0.57120, -1.83053, 0.04343)  0.36
H (2.65102, 0.19608, -1.65601)  0.30
H (-0.25555, 1.62947, 0.25794)  0.26
H (-2.92555, -1.48245, 0.50472)  0.37
H (-3.03547, -0.55503, -0.92239)  0.38
H (-3.44523, 0.26509, 0.51848)  0.40
H (-2.01468, 2.13968, 0.04483)  0.30
H (4.60262, -0.07754, 0.09747)  0.24
H (3.34115, 0.01910, 1.36642)  0.25

Calculated values
E_LUMO (spin up / spin down): -5.2 / -5.2 eV
SMILES: CC(=[NH2+])C=C=CN
E_HOMO (spin up / spin down): -12.79 / -12.79 eV
charge: +1

=====

## y
ORCA calculation (ωB97M-V with the def2-TZVPD basis set) on the ion C5H9N2 with charge +1.

Last column: Mulliken charge in e.
Cartesian coordinates (Å):
C (0.19604, -0.86219, 0.34606)  -0.44
C (-2.59739, 0.07587, 0.05328)  0.44
C (1.95082, 0.97124, 0.50833)  -0.39
C (2.13625, 0.28484, -0.80241)  -0.49
C (-1.54299, -0.75133, -0.30760)  -0.79
N (-3.31713, 0.87625, 0.50331)  -0.06
N (0.90020, 0.20953, -0.08607)  -0.05
H (0.02910, -0.92250, 1.41823)  0.37
H (2.43944, 0.56648, 1.38673)  0.27
H (1.81393, 2.04340, 0.52816)  0.25
H (2.12726, 0.87466, -1.70878)  0.25
H (2.75431, -0.60300, -0.84708)  0.28
H (0.43399, -1.81412, -0.12325)  0.35
H (-1.85394, -1.78414, -0.14191)  0.38
H (-1.32180, -0.57947, -1.36132)  0.31
H (-4.14811, 1.41446, 0.63430)  0.31

Calculated values
E_LUMO (spin up / spin down): -4.4 / -4.4 eV
SMILES: [NH+]#CCCN1CC1
E_HOMO (spin up / spin down): -13.02 / -13.02 eV
charge: +1

=====

w comes first in stability; the runner-up is 99.9 kcal/mol higher.

=====

## w
ORCA calculation (ωB97M-V with the def2-TZVPD basis set) on a cluster of 2 separate species, C6H14O in total.

Last column: Mulliken charge in e.
Cartesian coordinates (Å):
C (-0.12215, 1.11230, -1.53164)  -1.39
C (0.18018, 1.18270, -0.03213)  0.81
C (1.38560, 2.09435, 0.21183)  -1.56
C (0.46717, -0.18472, 0.61003)  -0.87
C (-0.69679, -1.11681, 0.85475)  0.41
C (-0.55067, -2.38241, 1.25834)  -0.94
O (-1.90270, -0.54293, 0.60718)  -0.44
H (-0.31834, 2.11796, -1.92597)  0.40
H (-0.99394, 0.48693, -1.74553)  0.34
H (0.73511, 0.70524, -2.08440)  0.31
H (-0.69292, 1.61632, 0.46970)  0.25
H (1.21484, 3.09825, -0.19224)  0.40
H (2.28186, 1.68857, -0.27571)  0.33
H (1.60242, 2.19245, 1.28175)  0.39
H (0.91404, -0.01395, 1.59556)  0.37
H (1.22738, -0.71080, 0.01431)  0.30
H (-0.67039, -1.96361, -1.69106)  0.07
H (-1.39721, -3.05714, 1.36955)  0.24
H (0.43836, -2.77745, 1.46079)  0.28
H (-0.51166, -2.35331, -1.06774)  -0.03
H (-2.59019, -1.19192, 0.81262)  0.30

Calculated values
E_LUMO: 0.9 eV
SMILES: C=C(O)CC(C)C.[H][H]
E_HOMO: -8.70 eV

=====

## x
ORCA calculation (ωB97M-V with the def2-TZVPD basis set) on a cluster of 2 separate species, C6H14O in total.

Last column: Mulliken charge in e.
Cartesian coordinates (Å):
C (1.21146, -1.73179, 1.73643)  -0.40
O (0.14515, -1.34214, 2.61521)  -0.53
C (1.59538, -0.55223, 0.87864)  0.53
C (2.84532, -0.05129, 0.81059)  -0.78
H (0.86781, -2.59852, 1.12505)  0.22
H (2.08929, -2.04787, 2.29089)  0.35
H (0.05533, -2.06586, 3.29821)  0.30
H (0.77756, -0.09276, 0.32503)  -0.26
H (3.08214, 0.82745, 0.18282)  0.26
H (3.64666, -0.49102, 1.38543)  0.26
C (-1.56531, 0.65294, -2.59376)  -1.10
C (-1.06660, 1.39201, -1.34314)  0.02
C (-1.69893, 0.86371, -0.06172)  -1.20
H (-1.31973, -0.43478, -2.56627)  0.28
H (-1.10521, 1.06607, -3.52783)  0.31
H (-2.66844, 0.69906, -2.70723)  0.31
H (-1.28021, 2.48087, -1.42779)  0.27
H (0.01976, 1.28874, -1.25936)  0.19
H (-1.26484, 1.33136, 0.83855)  0.32
H (-2.79651, 1.02735, -0.04065)  0.39
H (-1.57008, -0.22130, 0.04089)  0.28

Calculated values
E_LUMO: 0.9 eV
SMILES: C=CCO.CCC
E_HOMO: -9.90 eV

=====

## y
ORCA calculation (ωB97M-V with the def2-TZVPD basis set) on a cluster of 2 separate species, C6H14O in total.

Last column: Mulliken charge in e.
Cartesian coordinates (Å):
C (-3.34999, 0.60213, 0.26513)  -0.99
C (-2.05583, 0.97813, -0.30624)  -0.28
C (-0.83035, 0.50184, 0.48282)  -0.63
C (0.42759, 0.42365, -0.38027)  -0.63
C (1.62130, -0.18251, 0.35368)  -0.59
C (2.76966, -0.48845, -0.59195)  -0.53
O (3.83317, -1.02792, 0.16565)  -0.50
H (-3.31333, -5.21185, 1.53879)  0.00
H (-4.25912, 1.11865, -0.02842)  0.32
H (-3.43963, -0.21883, 0.96969)  0.32
H (-2.00563, 0.53359, -1.32736)  0.30
H (-2.02000, 2.06172, -0.50446)  0.32
H (-0.66551, 1.16762, 1.33972)  0.28
H (-1.03988, -0.49349, 0.89606)  0.38
H (0.68733, 1.42292, -0.75858)  0.31
H (0.20150, -0.19127, -1.26441)  0.37
H (1.97872, 0.49319, 1.14070)  0.31
H (1.32500, -1.11686, 0.84734)  0.32
H (2.42425, -1.20130, -1.35931)  0.31
H (3.07736, 0.43236, -1.11566)  0.31
H (4.53457, -1.28685, -0.44323)  0.30

Calculated values
E_LUMO (spin up / spin down): 0.6 / 1.0 eV
E_HOMO (spin up / spin down): -10.33 / -7.88 eV

=====

## z
ORCA calculation (ωB97M-V with the def2-TZVPD basis set) on a cluster of 2 separate species, C6H14O in total.

Last column: Mulliken charge in e.
Cartesian coordinates (Å):
C (-0.94503, -2.35513, 2.37357)  -1.05
C (-0.77404, -0.83293, 2.19552)  -0.43
C (0.39982, -0.47553, 1.27689)  -0.61
C (0.47888, -1.15300, -0.09630)  -0.81
C (-1.14125, -0.43285, -1.87886)  -0.80
C (-0.73472, -1.28324, -0.95042)  -0.10
H (-1.77990, -2.59739, 3.03557)  0.34
H (-0.98171, -2.77156, 1.37631)  0.22
H (-0.02016, -2.72166, 2.80203)  0.29
H (-0.46092, -0.39162, 3.12506)  0.33
H (-1.67730, -0.31133, 1.89322)  0.34
H (0.32567, 0.60634, 1.19748)  0.29
H (1.35066, -0.64804, 1.77370)  0.37
H (1.29354, -0.67221, -0.65331)  0.44
H (0.87578, -2.14813, 0.14387)  0.34
H (-0.56833, 0.46464, -2.07607)  0.26
H (-2.06253, -0.53364, -2.44327)  0.27
H (-1.23750, -2.24307, -0.97639)  0.29
H (2.38226, 4.47898, -2.86802)  0.32
H (1.42020, 5.73876, -2.71030)  0.32
O (2.31740, 5.39143, -2.59031)  -0.64

Calculated values
E_LUMO: 0.7 eV
SMILES: C=CCCCC.O
E_HOMO: -9.64 eV

=====

z comes first in stability; the runner-up is 2.6 kcal/mol higher.

=====

## w
ORCA calculation (ωB97M-V with the def2-TZVPD basis set) on a cluster of 2 separate species, C6H14O in total.

Last column: Mulliken charge in e.
Cartesian coordinates (Å):
C (-2.59730, 0.67759, -1.19393)  -0.55
O (-2.10180, 1.13725, 0.07133)  -0.16
C (-2.08099, 0.24488, 1.02143)  -0.45
C (0.81655, -0.36954, 0.28035)  1.56
C (1.59516, -0.97309, 1.44704)  -1.57
C (1.05815, -1.11649, -1.03110)  -1.46
C (1.09115, 1.12691, 0.12494)  -1.27
H (-3.06356, -0.29986, -1.05762)  0.36
H (-1.75058, 0.60784, -1.88230)  0.19
H (-3.30826, 1.42036, -1.55694)  0.30
H (-0.24726, -0.51201, 0.51997)  -0.26
H (-1.61023, 0.81024, 1.86336)  0.19
H (1.38537, -0.42052, 2.37062)  0.36
H (2.67846, -0.94270, 1.27320)  0.36
H (1.30261, -2.01605, 1.61461)  0.37
H (0.48647, -0.65766, -1.84786)  0.29
H (0.73916, -2.16174, -0.95311)  0.37
H (2.11809, -1.10166, -1.31749)  0.37
H (0.40025, 1.58997, -0.59060)  0.28
H (2.11422, 1.29968, -0.23420)  0.40
H (0.97435, 1.65663, 1.07831)  0.35

Calculated values
E_LUMO: 0.8 eV
E_HOMO: -8.67 eV

=====

## x
ORCA calculation (ωB97M-V with the def2-TZVPD basis set) on a cluster of 2 separate species, C6H14O in total.

Last column: Mulliken charge in e.
Cartesian coordinates (Å):
C (-0.39401, -1.02180, 0.51267)  1.71
C (1.07748, 1.20183, -1.16457)  -0.43
C (-0.25645, -2.16037, -0.45351)  -1.47
C (0.36363, -1.05600, 1.73903)  -1.46
C (-1.70425, -0.29231, 0.49733)  -1.52
C (0.64251, 2.61095, -0.76001)  -1.02
O (0.90438, 0.27163, -0.13125)  -0.55
H (2.13755, 1.21906, -1.46534)  0.31
H (0.50921, 0.87867, -2.04987)  0.25
H (-0.56099, -1.86311, -1.45629)  0.33
H (-0.90381, -2.98243, -0.12843)  0.38
H (0.76839, -2.52545, -0.47936)  0.38
H (-0.11013, -0.59905, 2.60336)  0.34
H (0.91528, -1.97137, 1.93221)  0.34
H (1.14091, -0.23122, 1.25186)  0.41
H (-2.47718, -0.94641, 0.91573)  0.39
H (-1.99660, -0.02765, -0.51811)  0.33
H (-1.65782, 0.60635, 1.10970)  0.39
H (-0.43194, 2.63617, -0.56360)  0.25
H (0.87183, 3.33804, -1.54321)  0.37
H (1.16201, 2.91445, 0.15165)  0.26

Calculated values
E_LUMO: 0.9 eV
E_HOMO: -9.05 eV

=====

x comes first in stability; the runner-up is 14.6 kcal/mol higher.

=====

## w
ORCA calculation (ωB97M-V with the def2-TZVPD basis set) on a cluster of 2 separate species, C6H14O in total.

Last column: Mulliken charge in e.
Cartesian coordinates (Å):
C (3.00111, -0.88059, 0.89823)  -0.75
C (1.63200, -0.42636, -1.66680)  -0.97
C (0.36662, -0.60791, -1.30682)  -0.30
C (-0.51798, 0.47834, -0.75097)  -0.43
C (-1.56752, -0.01617, 0.24516)  -0.51
C (-2.51697, 1.09513, 0.66245)  -0.53
O (-3.49364, 0.54133, 1.52272)  -0.50
H (3.81402, -0.55468, 0.24065)  0.25
H (3.20528, -1.89491, 1.23602)  0.30
H (2.92450, -0.18770, 1.73503)  0.28
H (2.13226, 0.53165, -1.52872)  0.35
H (2.26001, -1.23811, -2.02379)  0.33
H (-0.07545, -1.60087, -1.40455)  0.30
H (2.05338, -0.88507, 0.37053)  -0.01
H (-1.03400, 0.95914, -1.59359)  0.38
H (0.09882, 1.25740, -0.28062)  0.31
H (-2.16044, -0.82192, -0.20582)  0.32
H (-1.08941, -0.43153, 1.14083)  0.27
H (-1.95444, 1.89926, 1.16596)  0.31
H (-2.98122, 1.53589, -0.23589)  0.30
H (-4.09694, 1.24769, 1.78000)  0.31

Calculated values
E_LUMO: 1.0 eV
SMILES: C=CCCCO.C
E_HOMO: -9.40 eV

=====

## x
ORCA calculation (ωB97M-V with the def2-TZVPD basis set) on a cluster of 2 separate species, C6H14O in total.

Last column: Mulliken charge in e.
Cartesian coordinates (Å):
C (1.17664, 1.33194, 1.30079)  -1.27
C (-0.24986, 0.78065, 1.08228)  -0.50
C (-0.63731, -0.05605, -0.16759)  0.91
C (-1.67227, -0.89871, -0.10456)  -1.52
C (0.36184, -0.19277, -1.27946)  -0.60
C (0.56449, 1.23767, -2.00196)  -1.11
H (1.91912, 0.54208, 1.25636)  0.29
H (1.34193, 2.26556, 0.76914)  0.39
H (1.12381, 1.70668, 2.33195)  0.39
H (-1.05975, 1.48640, 1.28028)  0.37
H (-0.36511, 0.10243, 1.93673)  0.29
H (-2.59850, -0.82114, 0.44715)  0.36
H (-1.66424, -1.56151, -0.96713)  0.36
H (1.41533, -0.42989, -1.08862)  0.30
H (0.05814, -0.93447, -2.01675)  0.43
H (-0.47669, 1.49506, -2.21345)  0.35
H (0.77737, 1.93011, -1.20682)  0.19
H (1.22668, 1.22047, -2.85726)  0.36
H (0.22103, -2.78895, 0.79414)  0.33
H (-1.19474, -3.10330, 1.26975)  0.33
O (-0.26789, -3.31225, 1.43504)  -0.66

Calculated values
E_LUMO: 0.9 eV
SMILES: C=C(CC)CC.O
E_HOMO: -9.33 eV

=====

w comes first in stability; the runner-up is 8.3 kcal/mol higher.

=====

## w
ORCA calculation (ωB97M-V with the def2-TZVPD basis set) on an isolated molecule of C6H14O.

Last column: Mulliken charge in e.
Cartesian coordinates (Å):
C (-3.27093, 0.11929, -0.60218)  -1.28
C (-2.32721, -0.43921, 0.46580)  -0.27
C (-0.91006, -0.50547, -0.11782)  -0.72
C (0.28369, -0.34264, 0.82660)  -0.40
C (1.48716, 0.03502, -0.02377)  -0.60
O (2.63418, 0.25600, 0.75458)  -0.32
C (3.70807, 0.67665, -0.04605)  -0.71
H (-4.32614, 0.10270, -0.31291)  0.38
H (-3.16492, -0.44963, -1.53367)  0.30
H (-2.99364, 1.15626, -0.82695)  0.34
H (-2.35205, 0.20061, 1.35740)  0.31
H (-2.66642, -1.43122, 0.79394)  0.29
H (-0.80106, -1.44039, -0.68341)  0.27
H (-0.82642, 0.29717, -0.86847)  0.36
H (0.49420, -1.25826, 1.39341)  0.25
H (0.10044, 0.45397, 1.55900)  0.29
H (1.67789, -0.75720, -0.77107)  0.34
H (1.24196, 0.95037, -0.59309)  0.33
H (3.97680, -0.08653, -0.79451)  0.29
H (4.56498, 0.85351, 0.60808)  0.25
H (3.46947, 1.60901, -0.58489)  0.30

Calculated values
E_LUMO: 1.1 eV
SMILES: CCCCCOC
E_HOMO: -9.82 eV

=====

## x
ORCA calculation (ωB97M-V with the def2-TZVPD basis set) on an isolated molecule of C6H14O.

Last column: Mulliken charge in e.
Cartesian coordinates (Å):
C (-1.73304, -0.58159, -1.19534)  -1.47
C (-1.11346, -0.33631, 0.18308)  0.84
C (-2.11908, 0.31389, 1.12909)  -1.58
C (0.14939, 0.53402, 0.12367)  -1.11
C (1.41769, -0.21347, -0.25673)  0.43
C (2.64417, 0.68072, -0.12753)  -1.40
O (1.52250, -1.31414, 0.63905)  -0.54
H (-2.67059, -1.14313, -1.10180)  0.39
H (-1.06875, -1.16389, -1.84472)  0.35
H (-1.96342, 0.36301, -1.70604)  0.33
H (-0.82391, -1.30928, 0.59779)  0.24
H (-3.02662, -0.29081, 1.22829)  0.41
H (-2.40469, 1.30642, 0.75738)  0.32
H (-1.68379, 0.44262, 2.12720)  0.39
H (0.32570, 0.98355, 1.11080)  0.38
H (0.00239, 1.36747, -0.57875)  0.42
H (1.32656, -0.57884, -1.29420)  0.15
H (2.75235, 0.97857, 0.92151)  0.35
H (2.56147, 1.58554, -0.73972)  0.33
H (3.55263, 0.14618, -0.42972)  0.41
H (2.35249, -1.77055, 0.45668)  0.35

Calculated values
E_LUMO: 1.0 eV
SMILES: CC(C)C[C@@H](C)O
E_HOMO: -10.23 eV

=====

x comes first in stability; the runner-up is 16.1 kcal/mol higher.